(1)
C8H18I2MnNOP2Se as an isolated structure. Source: OMol25; level of theory: ωB97M-V/def2-TZVPD.

The calculation puts the HOMO energy (spin up / spin down) at -19.21 / -18.85 eV. For the frontier orbital gap (spin up / spin down), the calculation gives 5.62 / 5.34 eV. The lowest unoccupied orbital energy (spin up / spin down) comes out at -0.4996 / -0.4967 Ha.

ORCA input file:
```
! wB97M-V def2-TZVPD RIJCOSX def2/J DEFGRID3
* xyz 3 4
I -2.07 -1.41 -4.25
I 0.79 -2.83 -0.17
Mn 0.13 -0.29 0.06
P 1.84 0.44 -1.15
C 2.27 -0.45 -2.64
C 1.73 2.21 -1.59
H 2.68 2.53 -2.03
H 4.16 0.72 -0.50
H 1.51 2.81 -0.69
H 3.06 0.93 0.91
H 1.47 -0.35 -3.36
H 0.91 2.33 -2.30
C 3.26 0.32 0.02
H 3.21 -0.09 -3.06
H 3.39 -0.71 0.29
H 2.35 -1.52 -2.40
P -1.83 -0.62 1.06
C -2.88 -1.95 0.47
C -1.36 -1.02 2.80
H -2.29 1.71 1.59
H -3.73 0.67 1.82
H -3.19 1.14 0.16
C -2.87 0.88 1.18
H -0.78 -0.18 3.23
H -2.29 -1.15 3.39
H -3.74 -2.10 1.13
H -2.29 -2.86 0.40
H -0.77 -1.91 2.80
H -3.22 -1.71 -0.53
C -0.43 -1.32 -1.31
O -0.90 -1.96 -2.27
Se 0.89 3.76 3.32
C 0.61 2.44 2.18
N 0.41 1.54 1.42
*
```

(2)
C8H18I2NOP2RhS as an isolated structure. Source: OMol25; level of theory: ωB97M-V/def2-TZVPD.

The calculation puts the HOMO energy (spin up / spin down) at -14.86 / -15.71 eV. The energy above the lowest of the compared OMol25 structures with the same formula, charge and spin comes out at 0.941 eV. For the frontier orbital gap (spin up / spin down), the calculation gives 7.23 / 5.36 eV. The lowest unoccupied orbital energy (spin up / spin down) comes out at -0.2806 / -0.3803 Ha.

ORCA input file:
```
! wB97M-V def2-TZVPD RIJCOSX def2/J DEFGRID3
* xyz 2 5
I -2.92 -3.46 -2.15
I -2.22 -2.98 0.48
Rh -0.35 -0.51 0.60
P 1.80 -1.32 -0.01
C 1.41 -2.90 -0.74
C 2.82 -0.45 -1.33
H 3.81 -0.93 -1.35
H 3.55 -2.32 1.25
H 2.92 0.60 -1.05
H 3.11 -0.74 1.96
H 0.98 -2.70 -1.74
H 2.45 -0.46 -2.38
C 2.72 -1.68 1.55
H 2.37 -3.45 -0.81
H 2.16 -2.16 2.37
H 0.68 -3.37 -0.06
P -1.67 1.42 0.42
C -3.22 0.74 -0.17
C -1.99 2.02 2.13
H -0.24 3.08 -0.67
H -1.96 3.60 -0.65
H -1.35 2.52 -1.92
C -1.27 2.76 -0.84
H -1.11 2.58 2.49
H -2.84 2.71 2.03
H -3.97 1.54 -0.02
H -3.40 -0.15 0.45
H -2.21 1.27 2.91
H -3.09 0.49 -1.24
C -0.81 -0.82 -1.13
O -0.98 -0.88 -2.29
S 1.15 1.19 1.87
C 1.64 2.04 0.48
N 2.06 2.72 -0.43
*
```

(3)
An isolated ion of composition C8H18IN2 and charge +1. Source: OMol25; level of theory: ωB97M-V/def2-TZVPD.

The calculation puts the HOMO energy at -12.23 eV. Its SMILES is CC(C)CN1CC[NH2+]C[C@H]1I. The energy above the lowest of the compared OMol25 structures with the same formula, charge and spin comes out at 0.865 eV. For the frontier orbital gap, the calculation gives 9.07 eV. The lowest unoccupied orbital energy comes out at -0.1161 Ha.

ORCA input file:
```
! wB97M-V def2-TZVPD RIJCOSX def2/J DEFGRID3
* xyz 1 1
C 3.52 0.13 0.01
C 2.08 -0.35 -0.17
C 1.68 -1.32 0.93
C 1.17 0.88 -0.23
N -0.27 0.63 -0.21
C -1.00 0.66 1.04
C -2.45 1.01 0.74
N -3.03 0.00 -0.24
C -2.01 -0.94 -0.80
C -0.81 -0.15 -1.24
I -1.49 1.11 -2.96
H 4.22 -0.70 -0.09
H 3.66 0.57 1.00
H 3.79 0.88 -0.74
H 2.03 -0.87 -1.13
H 2.32 -2.20 0.92
H 1.77 -0.85 1.92
H 0.65 -1.67 0.82
H 1.39 1.55 0.61
H 1.39 1.45 -1.14
H -0.59 1.44 1.67
H -0.94 -0.28 1.61
H -3.08 1.02 1.63
H -2.49 1.98 0.24
H -3.78 -0.53 0.20
H -3.44 0.51 -1.04
H -1.74 -1.65 -0.01
H -2.46 -1.48 -1.63
H -0.09 -0.81 -1.71
*
```

What are the max |F| values for these records? In order: 0.072; 0.110; 0.011 hartree/bohr.